DFT (wB97M-V/def2-TZVPD) results for the molecule C4H5NOS.

Cartesian coordinates (Å):
1 C -0.8524 1.0423 -0.0896
2 H -1.6469 1.7965 -0.0572
3 N 0.0978 -0.9762 -0.1009
4 O -2.2389 -1.0848 -0.1002
5 C -1.1032 -0.3162 -0.1038
6 C 0.5599 1.1778 -0.0931
7 H -3.0532 -0.5665 -0.0085
8 H 0.1684 -1.9736 -0.1648
9 C 1.1217 -0.0775 -0.1012
10 S 2.7896 -0.5107 -0.1755
11 H 3.0785 -0.6395 1.1526
12 H 1.0787 2.1285 -0.1577

Calculated values
Largest force on an atom = 1.6 eV/A
Total charge = 0
HOMO level = -7.94 eV
LUMO level = 0.6651 eV
ΔE to the lowest compared entry with this formula, charge and spin = 45.6 kJ/mol